The following is a DFT calculation (wB97M-V/def2-TZVPD) of C37H47AsNO2PRbSi3 as an isolated structure.

CARTESIAN COORDINATES (ANGSTROEM)
Rb  -0.080  -1.189  0.727
C  -0.219  3.418  3.246
C  -1.021  2.372  3.680
C  -0.481  1.102  3.821
C  0.865  0.858  3.546
C  1.655  1.913  3.092
C  1.116  3.184  2.949
P  1.480  -0.866  3.733
C  1.917  -0.885  5.521
C  1.989  0.242  6.334
C  2.352  0.133  7.670
C  2.656  -1.106  8.212
C  2.586  -2.240  7.412
C  2.211  -2.127  6.084
C  3.104  -0.819  2.889
C  4.300  -0.648  3.590
C  5.500  -0.617  2.895
C  5.475  -0.744  1.511
C  4.263  -0.897  0.845
C  3.011  -0.959  1.485
H  -0.642  4.406  3.113
H  -2.071  2.539  3.886
H  -1.115  0.281  4.140
H  2.692  1.726  2.843
H  1.741  3.994  2.593
H  1.762  1.217  5.919
H  2.401  1.021  8.288
H  2.943  -1.191  9.253
H  2.817  -3.213  7.827
H  2.147  -3.012  5.461
H  4.308  -0.540  4.670
H  6.437  -0.495  3.425
H  6.408  -0.723  0.953
H  4.307  -0.987  -0.241
O  -4.357  -1.836  1.933
C  -3.485  -1.416  1.165
O  -2.605  -2.049  0.533
C  -3.508  0.120  0.955
C  -4.729  0.814  1.182
C  -4.777  2.159  0.994
C  -3.603  2.851  0.603
C  -3.555  4.248  0.384
C  -2.390  4.852  0.005
C  -1.216  4.085  -0.165
C  -1.235  2.737  0.048
C  -2.433  2.087  0.429
N  -2.409  0.735  0.598
H  -5.580  0.234  1.504
H  -5.695  2.717  1.143
H  -4.459  4.830  0.520
H  -2.363  5.921  -0.165
H  -0.295  4.572  -0.458
H  -0.342  2.134  -0.066
C  2.942  -0.321  -3.537
Si  1.271  0.155  -4.233
C  1.205  -0.323  -6.046
C  1.047  2.011  -4.106
As  -0.353  -0.830  -2.884
Si  -2.474  -0.244  -3.669
C  -2.680  1.590  -3.361
C  -3.735  -1.173  -2.659
C  -2.725  -0.568  -5.503
Si  -0.108  -3.145  -3.061
C  1.437  -3.611  -2.109
C  0.098  -3.774  -4.820
C  -1.602  -3.957  -2.292
H  3.741  0.278  -3.979
H  3.158  -1.369  -3.743
H  2.966  -0.184  -2.454
H  1.995  0.168  -6.620
H  0.242  -0.046  -6.482
H  1.317  -1.402  -6.164
H  1.878  2.528  -4.591
H  1.004  2.330  -3.064
H  0.124  2.325  -4.592
H  -2.568  1.804  -2.298
H  -3.685  1.895  -3.663
H  -1.962  2.201  -3.906
H  -3.412  -1.246  -1.620
H  -3.903  -2.187  -3.020
H  -4.688  -0.640  -2.690
H  -2.052  0.062  -6.088
H  -3.747  -0.362  -5.826
H  -2.494  -1.608  -5.741
H  2.332  -3.194  -2.570
H  1.543  -4.698  -2.094
H  1.422  -3.263  -1.074
H  1.039  -3.431  -5.252
H  -0.712  -3.431  -5.464
H  0.101  -4.867  -4.828
H  -1.925  -3.465  -1.372
H  -1.368  -4.999  -2.059
H  -2.446  -3.952  -2.980

Its LUMO energy is 2.20 eV. Its net charge is -1. The value obtained for the HOMO-LUMO gap is 6.20 eV. The value obtained for the energy above the lowest of the compared OMol25 structures with the same formula, charge and spin is 1.7 kcal/mol. For the energy, the calculation gives -5113.245356 Ha.